1.
This record from the OMol25 dataset describes a molecular structure, C7H6IrN4S2Te4. The level of theory is wB97M-V/def2-TZVPD.

## Properties
<S²> ... 0.77
Energy above the lowest of the compared OMol25 structures with the same formula, charge and spin ... 52.1 kcal per mole
E_LUMO (alpha / beta) ... -2.06 / -3.01 eV
Total charge ... 0
Spin multiplicity ... 2
E_HOMO (alpha / beta) ... -7.7 / -7.5 eV

XYZ file:
```
24
Properties=species:S:1:pos:R:3:lowdin_spin:R:1
Ir 0.389 0.764 -2.157 0.04
Te 2.288 0.196 -3.865 0.06
Te 4.013 1.978 -2.907 0.17
Te 2.695 4.066 -1.806 0.41
Te 0.094 3.603 -2.222 0.36
S -1.798 0.163 -2.983 -0.02
C -2.117 -1.371 -2.269 0.00
C -3.459 -1.838 -2.368 0.00
N -4.551 -2.191 -2.444 0.00
C -1.191 -2.129 -1.614 0.00
S 0.452 -1.679 -1.399 -0.01
C -1.551 -3.380 -1.037 0.00
N -1.789 -4.378 -0.516 0.00
C 0.649 -0.740 2.693 0.00
N 0.570 0.632 2.200 0.00
C 0.362 1.697 3.169 0.00
C 0.879 0.887 0.962 0.00
N 1.154 1.085 -0.143 0.01
H -0.270 -0.990 3.224 0.00
H 1.504 -0.852 3.363 0.00
H 0.761 -1.427 1.857 0.00
H -0.552 1.504 3.730 0.00
H 0.268 2.654 2.662 0.00
H 1.200 1.745 3.869 0.00
```


2.
This record from the OMol25 dataset describes C7H6N2O in the gas phase. The level of theory is wB97M-V/def2-TZVPD.

## Properties
Energy above the lowest of the compared OMol25 structures with the same formula, charge and spin ... 122.0 kcal per mole
E_LUMO (alpha / beta) ... -0.54 / -0.08 eV
Total charge ... 0
E_HOMO (alpha / beta) ... -7.3 / -8.0 eV

XYZ file:
```
16
Properties=species:S:1:pos:R:3:mulliken_charge:R:1
C 0.963 -1.456 -0.596 -0.27
C 1.290 -0.127 1.357 -0.12
C 0.633 -0.362 -1.282 -0.38
C -0.999 1.236 -1.086 0.03
C 0.870 0.852 0.661 -0.49
C -2.811 2.016 0.447 0.70
C 0.917 -1.566 0.884 -0.55
N 0.101 0.710 -0.507 0.18
N -2.257 1.796 -0.636 -0.44
O -3.354 2.316 1.436 -0.41
H 1.436 -2.375 -1.061 0.27
H 1.968 -0.042 2.256 0.31
H 0.781 -0.065 -2.348 0.35
H -1.001 1.282 -2.200 0.25
H -0.135 -1.984 1.376 0.20
H 1.600 -2.231 1.298 0.36
```


3.
This record from the OMol25 dataset describes 2 unconnected molecules or ions with the total composition C7H6N2O5. The level of theory is wB97M-V/def2-TZVPD.

## Properties
Energy above the lowest of the compared OMol25 structures with the same formula, charge and spin ... 0.0 kcal per mole
E_LUMO ... -1.19 eV
Total charge ... 0
E_HOMO ... -9.4 eV

XYZ file:
```
20
Properties=species:S:1:pos:R:3:mulliken_charge:R:1
C -1.072 -2.178 1.594 -0.33
C -0.192 -2.351 0.540 -0.81
C -1.437 -0.898 1.988 -0.60
C 0.343 -1.259 -0.120 -0.24
C -0.933 0.200 1.326 -0.42
C -0.026 0.028 0.274 0.41
C 0.471 1.224 -0.399 0.24
N 1.874 1.333 -0.801 1.16
N -0.109 0.991 -2.297 0.87
O 2.522 0.339 -1.023 -0.57
O 2.260 2.486 -0.940 -0.70
O -0.300 2.057 -2.782 -0.55
O -0.233 -0.125 -2.666 -0.51
O -0.057 2.406 -0.111 -0.43
H -1.476 -3.034 2.113 0.39
H 0.088 -3.345 0.229 0.38
H -2.121 -0.762 2.811 0.41
H 1.042 -1.417 -0.922 0.44
H -1.213 1.200 1.616 0.43
H 0.568 3.104 -0.426 0.42
```


4.
This record from the OMol25 dataset describes C7H6N2S in the gas phase. The level of theory is wB97M-V/def2-TZVPD.

## Properties
Energy above the lowest of the compared OMol25 structures with the same formula, charge and spin ... 59.3 kcal per mole
E_LUMO (alpha / beta) ... -1.96 / -1.96 eV
Total charge ... 0
E_HOMO (alpha / beta) ... -8.5 / -8.4 eV

XYZ file:
```
16
Properties=species:S:1:pos:R:3:mulliken_charge:R:1
C 0.246 -0.987 -2.515 0.61
C -1.068 1.453 1.337 -0.75
C -1.682 0.761 0.249 -1.00
C 0.296 1.121 1.405 -0.34
C -0.617 0.067 -0.343 0.75
C 1.530 -0.671 0.501 -0.45
C -0.666 -0.824 -1.490 -1.04
N 0.929 -0.885 -3.432 -0.46
N 0.497 0.278 0.363 0.12
S 0.919 -2.282 -0.109 -0.19
H -1.498 2.076 1.964 0.58
H -2.620 0.881 -0.007 0.61
H 1.012 1.359 2.110 0.50
H 2.443 -0.422 -0.096 0.26
H 1.859 -0.675 1.577 0.35
H -1.580 -1.248 -1.515 0.46
```


5.
This record from the OMol25 dataset describes a gas-phase ion, C7H6N3 (charge +1). The level of theory is wB97M-V/def2-TZVPD.

## Properties
Energy above the lowest of the compared OMol25 structures with the same formula, charge and spin ... 94.5 kcal per mole
E_LUMO (alpha / beta) ... -8.04 / -6.04 eV
Total charge ... +1
SMILES string ... Cc1cnc2cc#[n+]n2c1
E_HOMO (alpha / beta) ... -14.4 / -14.3 eV

XYZ file:
```
16
Properties=species:S:1:pos:R:3:mulliken_charge:R:1
C 1.328 1.162 -2.755 0.29
C 0.026 1.556 -2.592 -0.58
C 1.052 -0.457 0.247 -0.02
C -1.296 0.157 0.568 -0.10
C -0.167 -0.506 0.930 0.50
C -0.321 1.037 -1.281 0.60
C -0.260 -1.259 2.260 -1.18
N -1.349 0.874 -0.537 -0.43
N 1.887 0.514 -1.840 -1.11
N 1.036 0.155 -0.914 0.75
H -0.746 1.759 -3.275 0.44
H 2.008 -0.987 0.478 0.40
H -2.238 0.025 1.143 0.42
H 0.821 -1.476 2.568 0.35
H -0.980 -2.080 2.091 0.34
H -0.802 -0.476 2.909 0.32
```


6.
This record from the OMol25 dataset describes C7H6N4 in the gas phase. The level of theory is wB97M-V/def2-TZVPD.

## Properties
Energy above the lowest of the compared OMol25 structures with the same formula, charge and spin ... 43.1 kcal per mole
E_LUMO ... -1.01 eV
Total charge ... 0
SMILES string ... Cc1cnc2cncnc2n1
E_HOMO ... -9.3 eV

XYZ file:
```
17
Properties=species:S:1:pos:R:3:mulliken_charge:R:1
C -2.923 -0.623 0.173 -1.21
C -1.531 -0.218 -0.003 0.81
C -1.184 1.218 -0.176 -0.08
C 0.984 0.868 -0.116 0.43
C 2.365 1.238 0.237 -0.22
C 2.906 -1.050 -0.142 0.13
C 0.635 -0.595 -0.019 0.44
H -3.361 -0.756 -0.934 0.27
H -3.485 0.084 0.748 0.35
H -3.083 -1.709 0.527 0.32
H -2.084 1.814 -0.619 0.28
H 2.802 2.200 0.806 0.31
H 3.580 -1.881 -0.367 0.38
N -0.042 1.790 -0.208 -0.60
N 3.315 0.150 0.158 -0.56
N 1.684 -1.420 -0.246 -0.56
N -0.578 -1.111 0.181 -0.49
```


7.
This record from the OMol25 dataset describes C7H6N4 in the gas phase. The level of theory is wB97M-V/def2-TZVPD.

## Properties
Energy above the lowest of the compared OMol25 structures with the same formula, charge and spin ... 97.7 kcal per mole
E_LUMO (alpha / beta) ... -1.30 / -0.91 eV
Total charge ... 0
E_HOMO (alpha / beta) ... -7.8 / -8.1 eV

XYZ file:
```
17
Properties=species:S:1:pos:R:3:mulliken_charge:R:1
C 2.058 0.212 1.058 0.55
C -2.092 0.888 0.088 -1.23
C -0.798 0.566 -0.216 1.56
C -0.724 -0.870 0.006 0.41
C 1.417 -1.364 -0.696 -0.12
C 0.210 1.387 -0.617 -1.23
C 2.300 -0.602 0.046 -0.70
N 2.043 0.841 2.027 -0.49
N -1.879 -1.344 0.473 -0.87
N 0.170 -1.732 -0.220 -0.47
N -2.640 -0.254 0.537 0.30
H -2.718 1.692 -0.041 0.53
H 1.811 -1.967 -1.566 0.33
H 1.193 1.079 -0.915 0.52
H -0.019 2.405 -0.659 0.30
H 3.340 -0.449 -0.166 0.32
H -3.671 -0.488 0.861 0.29
```


8.
This record from the OMol25 dataset describes C7H6N4 in the gas phase. The level of theory is wB97M-V/def2-TZVPD.

## Properties
Energy above the lowest of the compared OMol25 structures with the same formula, charge and spin ... 28.0 kcal per mole
E_LUMO ... -0.86 eV
Total charge ... 0
SMILES string ... Cc1nnc2ncccc2n1
E_HOMO ... -9.5 eV

XYZ file:
```
17
Properties=species:S:1:pos:R:3:mulliken_charge:R:1
C 3.224 -0.270 0.008 -0.89
C 1.770 0.109 -0.133 0.49
C -0.642 1.036 -0.114 0.34
C -2.856 0.709 -0.095 -0.27
C -2.676 -0.652 0.099 -0.17
C -1.402 -1.165 0.000 -0.27
C -0.357 -0.325 -0.160 0.73
H 3.260 -1.359 -0.273 0.29
H 3.550 -0.053 1.043 0.25
H 3.804 0.325 -0.731 0.28
H -3.888 1.118 -0.142 0.35
H -3.509 -1.445 0.301 0.26
H -1.282 -2.276 0.291 0.29
N 1.600 1.492 0.091 -0.29
N 0.383 1.972 0.073 -0.38
N -1.875 1.575 -0.101 -0.49
N 0.894 -0.790 -0.156 -0.52
```


Question: Number 5 is which compound?
Answer: C7H6N3


Repeat the fourth record exactly.
This record from the OMol25 dataset describes C7H6N2S in the gas phase. The level of theory is wB97M-V/def2-TZVPD.

## Properties
Energy above the lowest of the compared OMol25 structures with the same formula, charge and spin ... 59.3 kcal per mole
E_LUMO (alpha / beta) ... -1.96 / -1.96 eV
Total charge ... 0
E_HOMO (alpha / beta) ... -8.5 / -8.4 eV

XYZ file:
```
16
Properties=species:S:1:pos:R:3:mulliken_charge:R:1
C 0.246 -0.987 -2.515 0.61
C -1.068 1.453 1.337 -0.75
C -1.682 0.761 0.249 -1.00
C 0.296 1.121 1.405 -0.34
C -0.617 0.067 -0.343 0.75
C 1.530 -0.671 0.501 -0.45
C -0.666 -0.824 -1.490 -1.04
N 0.929 -0.885 -3.432 -0.46
N 0.497 0.278 0.363 0.12
S 0.919 -2.282 -0.109 -0.19
H -1.498 2.076 1.964 0.58
H -2.620 0.881 -0.007 0.61
H 1.012 1.359 2.110 0.50
H 2.443 -0.422 -0.096 0.26
H 1.859 -0.675 1.577 0.35
H -1.580 -1.248 -1.515 0.46
```


Question: Among the records above, which one has the highest energy above the lowest of the compared OMol25 structures with the same formula, charge and spin?
Answer: C7H6N2O